14
Properties=species:S:1:pos:R:3:nbo_charge:R:1 method="wB97M-V/def2-TZVPD" gap_ev=10.357 smiles="C[C@@H](O)CC=O" largest_force_ev_per_a=0.4 lumo_ha=0.0279 charge=0
C -1.702 -0.296 -0.434 -0.63
C -0.300 0.286 -0.315 0.11
O -0.304 1.415 0.553 -0.73
C 0.706 -0.702 0.276 -0.53
C 2.037 -0.023 0.511 0.45
O 3.077 -0.371 0.003 -0.52
H -2.388 0.455 -0.841 0.21
H -1.726 -1.174 -1.088 0.21
H -2.068 -0.589 0.556 0.21
H 0.065 0.585 -1.312 0.16
H -0.574 2.185 0.042 0.47
H 0.849 -1.562 -0.384 0.23
H 0.329 -1.059 1.245 0.23
H 2.000 0.850 1.188 0.12

23
Properties=species:S:1:pos:R:3:mulliken_spin:R:1 method="wB97M-V/def2-TZVPD" gap_ev="13.813 / 6.464" largest_force_ev_per_a=2.7 spin_multiplicity=2 lumo_ha="-0.3978 / -0.6670" charge=+3
C 0.817 1.342 -1.134 0.02
C -0.532 0.679 -0.940 -0.01
C -0.558 -0.521 -0.023 0.39
C 0.698 -1.348 0.289 0.06
N 1.440 -1.003 1.546 0.02
N -1.172 0.378 -2.323 0.03
H 1.273 1.251 -2.099 0.00
H 0.690 2.440 -0.993 0.01
H 1.434 1.226 -0.232 0.00
H -1.225 1.434 -0.502 0.06
H -1.452 -1.181 -0.200 0.04
H -1.087 -0.260 1.019 0.20
H 0.384 -2.392 0.356 0.01
H 1.338 -1.302 -0.561 0.01
H 2.243 -0.401 1.338 0.00
H 0.792 -0.449 2.164 0.00
H 1.773 -1.842 2.026 0.00
H -1.697 -0.500 -2.372 0.00
H -0.425 0.353 -3.026 0.00
H -1.767 1.148 -2.606 0.00
H -1.202 -0.406 3.027 -0.01
H -0.903 1.107 2.856 0.00
O -0.861 0.248 2.390 0.18

11
Properties=species:S:1:pos:R:3:mulliken_spin:R:1 method="wB97M-V/def2-TZVPD" gap_ev="6.032 / 7.868" largest_force_ev_per_a=4.4 spin_multiplicity=2 lumo_ha="-0.0208 / -0.0390" charge=0
O 0.297 1.098 -1.151 -0.02
C -0.826 0.489 -0.783 0.04
C 1.362 0.302 -0.740 -0.02
O -1.882 0.993 -0.454 -0.16
O -0.511 -0.738 -0.433 0.03
C 0.860 -0.972 -0.615 0.03
Cu -3.449 0.570 1.212 0.99
F 0.874 0.372 1.820 -0.01
H 2.349 0.608 -1.073 0.00
H 1.499 -1.790 -0.292 0.00
Li -0.572 -0.930 2.510 0.12

76
Properties=species:S:1:pos:R:3:lowdin_charge:R:1 method="wB97M-V/def2-TZVPD" gap_ev=7.491 largest_force_ev_per_a=0.6 lumo_ha=-0.0029 charge=0
Sc 0.224 -0.175 -0.235 0.85
N 0.326 1.394 4.066 0.05
C 0.606 1.186 2.734 -0.87
S -0.661 1.575 1.614 0.63
N 1.791 0.697 2.493 0.02
N 2.000 0.474 1.147 -0.01
C 3.216 0.430 0.758 -0.17
C 4.399 0.565 1.646 -0.19
C 4.621 -0.343 2.676 -0.03
C 5.750 -0.226 3.468 -0.08
C 6.654 0.806 3.252 -0.09
C 6.430 1.719 2.233 -0.08
C 5.309 1.592 1.425 -0.04
C 3.430 0.283 -0.702 -0.21
C 4.650 -0.097 -1.242 0.01
C 4.754 -0.201 -2.620 -0.04
C 3.653 0.085 -3.406 -0.04
C 2.468 0.440 -2.777 -0.10
N 2.356 0.542 -1.459 0.08
H -0.398 2.067 4.252 0.07
H 1.140 1.444 4.661 0.09
H 3.902 -1.131 2.855 0.12
H 5.924 -0.940 4.264 0.10
H 7.532 0.897 3.877 0.10
H 7.127 2.529 2.061 0.10
H 5.136 2.299 0.623 0.12
H 5.490 -0.315 -0.600 0.12
H 5.690 -0.502 -3.073 0.11
H 3.697 0.030 -4.484 0.11
H 1.570 0.659 -3.344 0.11
I -3.352 1.183 -7.102 0.85
C -2.375 1.111 -5.269 -0.76
C -2.214 2.270 -4.526 -0.23
C -1.561 2.225 -3.302 -0.65
I -1.373 3.946 -2.171 0.94
C -1.050 1.023 -2.812 -0.44
O -0.400 0.947 -1.684 -0.27
C -1.240 -0.153 -3.566 -0.16
C -0.731 -1.449 -2.996 -0.14
N -1.280 -1.707 -1.649 -0.07
C -2.725 -1.927 -1.678 -0.12
C -3.519 -1.081 -0.713 -0.30
C -4.741 -1.541 -0.229 -0.04
C -5.471 -0.726 0.615 -0.07
C -4.963 0.522 0.943 -0.06
C -3.734 0.887 0.418 -0.15
N -3.018 0.102 -0.384 0.11
C -1.897 -0.101 -4.784 -0.12
H -2.600 3.211 -4.891 0.08
H -0.981 -2.261 -3.691 0.13
H 0.358 -1.439 -2.894 0.11
H -0.810 -2.538 -1.289 0.06
H -3.103 -1.712 -2.683 0.13
H -2.954 -2.985 -1.499 0.13
H -5.102 -2.522 -0.513 0.11
H -6.424 -1.055 1.010 0.11
H -5.501 1.201 1.590 0.10
H -3.296 1.849 0.655 0.08
H -2.039 -1.012 -5.353 0.10
O 0.501 -3.777 -0.412 -0.10
N 1.544 -3.147 -0.447 -0.16
O 1.428 -1.888 -0.671 -0.25
O -0.353 -1.514 1.327 -0.62
S -1.723 -1.780 1.938 1.00
C -1.803 -3.584 2.103 -0.28
C -1.540 -3.929 3.569 -0.22
C -2.061 -2.749 4.387 -0.23
C -1.496 -1.511 3.705 -0.31
H -1.065 -3.966 1.396 0.08
H -2.799 -3.883 1.775 0.09
H -0.466 -4.048 3.729 0.12
H -2.016 -4.870 3.842 0.11
H -1.758 -2.784 5.433 0.12
H -3.154 -2.733 4.371 0.12
H -0.414 -1.435 3.829 0.10
H -1.942 -0.555 3.969 0.09

26
Properties=species:S:1:pos:R:3:nbo_charge:R:1 method="wB97M-V/def2-TZVPD" gap_ev=7.104 largest_force_ev_per_a=4.4 lumo_ha=-0.0462 charge=0
C 1.007 0.925 3.777 -0.22
C 0.694 0.407 2.518 -0.21
C 0.311 1.331 1.550 0.06
C 0.226 2.741 1.772 0.06
C 0.534 3.269 3.019 -0.21
C 0.918 2.334 3.986 -0.22
N -0.187 3.333 0.580 -0.25
N -0.329 2.306 -0.281 -0.09
N -0.053 1.105 0.222 -0.22
H 1.319 0.252 4.596 0.22
H 0.722 -0.646 2.231 0.22
H 0.457 4.352 3.149 0.23
H 1.170 2.695 4.982 0.21
C -0.468 -2.979 -2.686 -0.46
C 0.574 -1.987 -3.144 -0.49
S 1.113 -0.948 -1.688 0.27
C -0.362 -0.199 -1.311 -0.31
S -1.632 -1.241 -0.884 0.27
C -1.763 -2.237 -2.460 -0.49
H -0.537 -3.898 -3.258 0.23
H -0.152 -3.394 -1.759 0.22
H 1.428 -2.490 -3.607 0.25
H 0.103 -1.367 -3.908 0.21
H -0.573 0.841 -1.651 0.27
H -1.904 -1.582 -3.321 0.21
H -2.615 -2.923 -2.424 0.25

104
Properties=species:S:1:pos:R:3:lowdin_charge:R:1 method="wB97M-V/def2-TZVPD" gap_ev="6.335 / 6.334" largest_force_ev_per_a=2.6 lumo_ha="-0.0312 / -0.0312" charge=0
W -0.671 0.374 -0.074 1.84
C 2.831 0.397 5.769 -0.07
O 1.567 0.688 6.335 -0.11
C 0.711 -0.400 6.420 -0.22
C 0.546 -1.070 7.621 0.00
C -0.355 -2.117 7.715 -0.08
C -1.107 -2.477 6.612 -0.07
C -0.957 -1.811 5.407 -0.04
C -0.034 -0.780 5.292 -0.15
N 0.146 -0.001 4.142 0.18
C 0.197 -0.337 2.821 -0.34
N 0.015 -1.624 2.495 0.16
C 0.300 -2.227 1.253 -0.17
C 0.491 -1.507 0.062 -0.14
C 0.890 -2.304 -1.029 -0.10
C 1.097 -3.668 -0.931 -0.08
C 0.827 -4.354 0.243 -0.02
C 0.410 -3.631 1.342 -0.21
O 0.098 -4.165 2.573 -0.11
C -0.016 -5.563 2.675 -0.07
N 0.487 0.558 1.899 0.03
C 0.722 1.873 2.391 -0.25
C 1.992 2.343 2.700 -0.04
C 2.150 3.619 3.217 -0.10
C 1.044 4.417 3.453 -0.07
C -0.231 3.952 3.177 0.00
C -0.394 2.685 2.643 -0.26
O -1.616 2.179 2.265 -0.16
C -2.606 2.083 3.283 -0.05
H 3.430 1.296 5.897 0.10
H 2.757 0.154 4.703 0.08
H 3.312 -0.435 6.292 0.10
H 1.119 -0.760 8.479 0.12
H -0.481 -2.639 8.651 0.11
H -1.837 -3.267 6.686 0.11
H -1.612 -2.047 4.584 0.04
H 0.475 0.935 4.356 0.14
H -0.142 -2.287 3.242 0.12
H 1.057 -1.844 -1.990 0.07
H 1.453 -4.226 -1.784 0.11
H 0.958 -5.423 0.292 0.11
H 0.952 -6.053 2.537 0.10
H -0.731 -5.952 1.945 0.10
H -0.379 -5.761 3.683 0.10
H 2.852 1.716 2.519 0.12
H 3.138 4.004 3.414 0.11
H 1.165 5.418 3.837 0.11
H -1.095 4.575 3.359 0.12
H -3.576 2.273 2.820 0.09
H -2.441 2.805 4.086 0.09
H -2.605 1.071 3.700 0.06
Cl -5.912 -4.112 -0.664 0.67
C -4.779 -3.000 0.000 -0.71
C -4.737 -2.775 1.369 -0.71
Cl -5.771 -3.669 2.418 0.66
C -3.846 -1.844 1.909 -0.58
Cl -3.862 -1.526 3.608 0.75
C -2.955 -1.169 1.084 -0.35
O -2.063 -0.280 1.440 -0.21
C -2.973 -1.438 -0.316 -0.35
O -2.072 -0.767 -0.998 -0.24
C -3.899 -2.325 -0.849 -0.61
Cl -3.922 -2.599 -2.550 0.71
C -2.093 4.511 -0.445 -0.04
C -2.499 3.329 -1.328 -0.31
C -3.123 2.224 -0.472 -0.04
C -1.308 2.831 -2.174 -0.26
C -1.263 3.411 -3.608 -0.17
C -0.082 4.255 -3.929 -0.03
C 0.980 4.313 -3.121 -0.03
C 1.084 3.588 -1.883 -0.13
C 2.423 3.618 -1.178 -0.35
C 2.947 2.213 -0.855 -0.06
C 2.321 4.496 0.070 -0.05
C 0.011 2.901 -1.386 -0.28
N -0.010 2.058 -0.349 -0.05
H -2.982 4.977 -0.022 0.08
H -1.548 5.248 -1.030 0.09
H -1.452 4.169 0.362 0.06
H -3.267 3.694 -2.021 0.14
H -2.310 1.619 -0.001 0.01
H -3.774 1.577 -1.061 0.10
H -3.725 2.666 0.319 0.09
H -2.181 3.950 -3.865 0.14
H -0.113 4.799 -4.860 0.11
H 1.833 4.914 -3.410 0.11
H 3.149 4.082 -1.855 0.13
H 2.207 1.632 -0.294 0.05
H 3.873 2.267 -0.284 0.08
H 3.144 1.690 -1.786 0.07
H 1.535 4.116 0.714 0.05
H 2.066 5.516 -0.210 0.09
H 3.263 4.510 0.616 0.08
C -0.055 1.565 -4.941 -0.06
C -1.275 1.970 -4.193 -0.17
C -1.391 1.385 -2.757 -0.17
C -0.242 0.546 -2.198 -0.19
C 0.855 0.443 -2.971 -0.13
C 0.930 0.892 -4.351 -0.08
H -0.017 1.838 -5.986 0.11
H -2.163 1.787 -4.806 0.14
H -2.352 0.876 -2.611 0.13
H 1.758 -0.021 -2.590 0.08
H 1.822 0.637 -4.907 0.10

Calculated values (kcal per mole) of ΔE to the lowest compared entry with this formula, charge and spin for the records, taken in order: 25.0 4.8 36.2 10.4 84.0 92.9.